2 unconnected molecules or ions with the total composition C3H10S at a distorted geometry, computed with wB97M-V/def2-TZVPD.

Values from the calculation:
HOMO-LUMO gap (alpha / beta) ... 0.382 / 0.195 Ha
Total charge ... +1
Molar mass ... 78.2 Da
Multiplicity ... 2
LUMO level (alpha / beta) ... -4.365 / -9.446 eV
E_tot ... -518.097076 a.u.

```
14
C3H10S (wB97M-V/def2-TZVPD)
C -2.86 -1.04 -0.52
S -2.99 0.11 0.91
H -2.23 -2.01 -0.20
H -3.90 -1.26 -0.81
H -2.31 -0.50 -1.39
H -1.67 0.38 1.09
C 2.77 0.65 0.08
C 1.18 0.42 0.16
H 3.24 -0.01 -0.58
H 3.20 0.49 1.05
H 3.10 1.71 -0.13
H 1.12 -0.66 0.14
H 0.57 0.80 1.01
H 0.79 0.92 -0.83
```

Atom charges from the natural (NBO) analysis, given in e for atoms 1 to 5: C -0.8037; S 0.7129; H 0.3218; H 0.2810; H 0.3137

A molecular structure, C29H36Cl3Ge2N8O4Ti at a distorted geometry, computed with wB97M-V/def2-TZVPD.

Values from the calculation:
HOMO-LUMO gap (alpha / beta) ... 0.221 / 0.216 Ha
Total charge ... +2
Molar mass ... 860.1 Da
Multiplicity ... 2
LUMO level (alpha / beta) ... -7.155 / -7.356 eV
E_tot ... -8248.963513 a.u.

```
83
C29H36Cl3Ge2N8O4Ti (wB97M-V/def2-TZVPD)
Ti -0.42 -0.43 -0.89
N 1.28 0.89 2.09
N 2.51 1.24 1.54
C 2.69 1.28 0.22
N 3.87 1.65 -0.23
N 1.60 0.95 -0.54
N 1.74 0.95 -1.87
O 2.70 1.27 -2.50
O 0.69 0.52 -2.42
H 0.81 1.73 2.43
H 1.44 0.27 2.88
H 3.25 1.57 2.14
H 4.61 1.90 0.40
H 4.03 1.72 -1.22
C -3.89 2.74 -2.34
N -3.16 2.98 -1.08
C -3.51 4.14 -0.26
C -2.28 2.13 -0.69
N -1.49 1.32 -0.41
H -4.94 2.58 -2.11
H -3.47 1.86 -2.82
H -3.77 3.61 -2.97
H -4.52 4.02 0.14
H -3.47 5.03 -0.88
H -2.80 4.24 0.55
Cl -3.35 -3.85 -2.61
C -3.15 -2.23 -3.27
Cl -2.41 -2.30 -4.86
Cl -4.71 -1.39 -3.33
C -2.23 -1.37 -2.39
O -1.99 -0.21 -2.69
O -1.68 -1.90 -1.34
C -2.17 -3.39 4.34
Ge -0.85 -3.15 2.92
C -0.91 -4.62 1.65
C 0.96 -2.92 3.61
Ge -1.75 -0.98 2.09
C -1.48 0.48 3.32
C -1.95 1.79 3.15
C -1.77 2.74 4.15
C -1.12 2.40 5.33
C -0.65 1.11 5.51
C -0.82 0.17 4.51
C -3.46 -1.02 1.23
C -3.90 -2.29 0.83
C -5.21 -2.49 0.42
C -6.09 -1.42 0.38
C -5.67 -0.15 0.76
C -4.37 0.05 1.18
H -1.79 -4.15 5.03
H -3.11 -3.74 3.92
H -2.36 -2.48 4.90
H -1.18 -5.51 2.21
H 0.08 -4.77 1.21
H -1.62 -4.49 0.84
H 1.48 -3.87 3.50
H 0.94 -2.66 4.67
H 1.52 -2.16 3.07
H -2.46 2.08 2.25
H -2.14 3.75 4.01
H -1.00 3.14 6.10
H -0.16 0.85 6.44
H -0.45 -0.84 4.68
H -3.22 -3.13 0.84
H -5.54 -3.47 0.12
H -7.11 -1.57 0.05
H -6.37 0.68 0.74
H -4.08 1.04 1.51
C 0.77 -1.97 -0.04
C 1.67 -2.19 -1.21
C 1.19 -2.75 -2.40
C 2.02 -2.88 -3.51
C 3.34 -2.48 -3.44
C 3.85 -1.96 -2.25
C 3.02 -1.81 -1.15
C 4.20 -2.61 -4.59
N 4.89 -2.69 -5.50
H 1.31 -1.71 0.87
H 0.11 -2.82 0.12
H 0.17 -3.11 -2.45
H 1.63 -3.31 -4.43
H 4.90 -1.69 -2.19
H 3.43 -1.44 -0.22
```

Atom charges from the Mulliken analysis, given in e for atoms 1 to 5: Ti 0.0441; N -0.1370; N -0.5385; C 0.7089; N -0.3454

2 unconnected molecules or ions with the total composition C3H6F2NP at a distorted geometry, computed with wB97M-V/def2-TZVPD.

Values from the calculation:
HOMO-LUMO gap (alpha / beta) ... 0.297 / 0.302 Ha
Molar mass ... 125.1 Da
Multiplicity ... 3
LUMO level (alpha / beta) ... 0.445 / -1.602 eV
E_tot ... -713.580385 a.u.

```
13
C3H6F2NP (wB97M-V/def2-TZVPD)
C 1.08 -0.82 -0.22
C -2.04 0.38 0.60
C 2.00 0.38 -0.11
N 1.28 -1.94 0.28
F 2.96 0.34 -1.12
F 1.25 1.51 -0.42
P -1.79 -0.29 -1.17
H -2.25 -0.41 1.33
H -2.68 1.19 0.69
H -0.95 0.68 0.72
H 2.47 0.63 0.82
H 0.47 -2.57 0.35
H -1.78 0.92 -1.74
```

Atom charges from the natural (NBO) analysis, given in e for atoms 1 to 5: C 0.2617; C -0.9236; C 0.4541; N -0.5945; F -0.3371

2 unconnected molecules or ions with the total composition C3H5N3O3 at a distorted geometry, computed with wB97M-V/def2-TZVPD.

Values from the calculation:
HOMO-LUMO gap (alpha / beta) ... 0.308 / 0.267 Ha
Molar mass ... 131.1 Da
LUMO level (alpha / beta) ... -1.591 / -1.188 eV
E_tot ... -507.179141 a.u.

```
14
C3H5N3O3 (wB97M-V/def2-TZVPD)
N -0.44 0.97 0.50
N 0.99 -0.83 0.34
C 0.90 0.67 0.28
C -1.13 -0.16 0.34
N 2.02 -1.54 -0.26
C -0.29 -1.27 0.24
O -1.73 2.12 -0.71
O -2.44 -0.11 0.28
O 1.86 1.36 0.10
H -1.55 2.89 -0.15
H -2.58 0.85 -0.02
H 2.90 -1.23 0.15
H 2.04 -1.40 -1.26
H -0.53 -2.32 0.19
```

Atom charges from the natural (NBO) analysis, given in e for atoms 1 to 5: N -0.4854; N -0.2423; C 0.7422; C 0.5074; N -0.6295

13 unconnected molecules or ions with the total composition C6H40N2O12 at a distorted geometry, computed with wB97M-V/def2-TZVPD.

Values from the calculation:
HOMO-LUMO gap ... 0.301 Ha
Molar mass ... 332.4 Da
LUMO level ... -0.049 eV
E_tot ... -1264.926343 a.u.

```
60
C6H40N2O12 (wB97M-V/def2-TZVPD)
N 2.82 2.91 0.63
C 2.46 2.58 -0.72
C 0.96 2.72 -0.96
N 0.42 1.77 -1.99
C 1.41 1.38 -3.04
C -1.80 1.25 -1.23
C -0.49 0.64 -1.69
C 0.11 -0.38 -0.71
H 2.09 3.21 1.23
H 3.59 3.57 0.69
H 2.65 1.56 -1.04
H 2.92 3.25 -1.51
H 0.62 3.71 -1.24
H 0.42 2.61 -0.05
H 2.15 2.12 -3.36
H 1.93 0.47 -2.71
H 0.79 1.20 -3.97
H -2.05 2.05 -1.89
H -1.91 1.58 -0.16
H -2.59 0.52 -1.27
H -0.58 0.24 -2.70
H 1.00 -0.87 -1.16
H -0.52 -1.23 -0.46
H 0.30 0.12 0.24
H 2.18 -2.89 0.48
H 1.59 -3.71 -0.49
O 1.46 -3.60 0.47
H 0.89 -4.40 2.37
H -0.56 -4.67 1.92
O 0.05 -4.79 2.70
H 0.96 0.33 3.88
H 0.85 1.92 3.75
O 1.43 1.17 3.83
H 3.41 -1.09 0.98
H 4.03 -2.41 1.52
O 3.59 -2.03 0.76
H -0.50 -2.86 2.83
H 0.01 -2.24 1.64
O -0.85 -2.34 2.09
H -2.75 -0.95 1.71
H -3.94 -0.81 0.69
O -3.37 -0.33 1.30
H -0.76 3.82 1.68
H -1.02 2.25 1.90
O -0.39 2.97 1.97
H -2.53 -1.94 -3.05
H -2.03 -3.27 -3.60
O -1.89 -2.67 -2.87
H 3.24 1.23 1.21
H 2.57 0.44 2.28
O 3.41 0.42 1.77
H -2.34 -0.17 -4.06
H -3.80 -0.50 -3.65
O -3.09 -0.68 -4.32
H -4.71 -1.33 -1.29
H -3.42 -0.45 -1.32
O -4.05 -0.97 -1.91
H -1.31 -0.85 3.59
H -1.88 0.53 4.11
O -1.18 -0.11 4.18
```

Atom charges from the natural (NBO) analysis, given in e for atoms 1 to 5: N -0.8632; C -0.2374; C -0.2421; N -0.4707; C -0.4312

A molecular structure, C30H27N6O2PSSe3Sn at a distorted geometry, computed with wB97M-V/def2-TZVPD.

Values from the calculation:
HOMO-LUMO gap ... 0.264 Ha
Total charge ... +2
Molar mass ... 922.2 Da
LUMO level ... -5.572 eV
E_tot ... -9796.106359 a.u.

```
71
C30H27N6O2PSSe3Sn (wB97M-V/def2-TZVPD)
Sn 0.27 -0.71 2.04
N 4.58 -1.34 -5.38
C 4.30 -0.87 -4.16
C 3.06 -0.27 -3.88
C 2.75 0.12 -2.60
C 3.69 -0.03 -1.60
C 4.95 -0.56 -1.85
C 5.25 -0.98 -3.12
S 3.26 0.37 0.04
O 4.30 0.71 0.95
O 2.39 1.67 -0.20
N 2.14 -0.58 0.69
C 2.58 -1.85 0.73
N 3.77 -2.09 0.20
C 4.15 -3.36 0.13
C 3.35 -4.39 0.61
C 2.16 -4.02 1.21
N 1.77 -2.75 1.29
H 3.92 -1.25 -6.13
H 5.47 -1.77 -5.58
H 2.34 -0.14 -4.67
H 1.79 0.57 -2.36
H 5.66 -0.64 -1.04
H 6.22 -1.40 -3.34
H 5.12 -3.54 -0.32
H 3.65 -5.42 0.53
H 1.48 -4.75 1.64
Se 2.50 2.97 1.11
P 0.27 3.28 0.80
Se -0.87 1.42 0.72
C 0.00 4.25 -0.73
C -1.09 3.95 -1.53
C -1.33 4.69 -2.68
C -0.48 5.73 -3.02
C 0.61 6.02 -2.22
C 0.87 5.28 -1.08
C -0.07 4.22 2.31
C -1.15 3.90 3.12
C -1.36 4.59 4.30
C -0.50 5.62 4.65
C 0.59 5.94 3.85
C 0.82 5.23 2.68
H -1.76 3.14 -1.27
H -2.17 4.45 -3.31
H -0.68 6.31 -3.90
H 1.28 6.83 -2.50
H 1.74 5.50 -0.47
H -1.83 3.10 2.83
H -2.18 4.34 4.94
H -0.68 6.18 5.55
H 1.26 6.73 4.13
H 1.68 5.44 2.05
C -3.60 -3.38 3.04
N -3.79 -3.52 1.62
C -3.02 -3.05 0.63
Se -1.18 -2.46 0.68
N -3.58 -3.38 -0.55
C -4.73 -4.11 -0.34
C -5.61 -4.74 -1.20
C -6.63 -5.47 -0.62
C -6.77 -5.57 0.77
C -5.89 -4.94 1.63
C -4.86 -4.20 1.06
H -2.71 -2.77 3.20
H -3.46 -4.36 3.50
H -4.46 -2.89 3.49
H -3.17 -3.14 -1.44
H -5.49 -4.68 -2.27
H -7.34 -5.98 -1.25
H -7.57 -6.17 1.17
H -5.99 -5.03 2.70
```

Atom charges from the Mulliken analysis, given in e for atoms 1 to 5: Sn 0.1528; N -0.4493; C 1.0712; C -0.9041; C -0.3991

A single C3H7NO molecule at a distorted geometry, computed with wB97M-V/def2-TZVPD.

Values from the calculation:
HOMO-LUMO gap ... 0.374 Ha
Molar mass ... 73.1 Da
LUMO level ... 0.953 eV
E_tot ... -248.467436 a.u.

```
12
C3H7NO (wB97M-V/def2-TZVPD)
C -1.26 -0.85 0.11
C 0.47 0.85 -0.02
C 1.72 0.03 0.00
H -1.72 -0.54 1.06
H -0.45 -1.57 0.30
H -2.05 -1.44 -0.46
H -1.40 0.92 -0.86
H 0.28 1.12 1.04
H 0.68 1.82 -0.53
H 2.58 0.55 0.42
N -0.68 0.22 -0.68
O 1.84 -1.12 -0.38
```

Atom charges from the natural (NBO) analysis, given in e for atoms 1 to 5: C -0.4312; C -0.3371; C 0.4270; H 0.1630; H 0.2173

4 unconnected molecules or ions with the total composition C4H14O3 at a distorted geometry, computed with wB97M-V/def2-TZVPD.

Values from the calculation:
HOMO-LUMO gap (alpha / beta) ... 0.112 / 0.128 Ha
Total charge ... -1
Molar mass ... 110.2 Da
Multiplicity ... 2
LUMO level (alpha / beta) ... 2.516 / 2.516 eV
E_tot ... -386.383378 a.u.

```
21
C4H14O3 (wB97M-V/def2-TZVPD)
C 2.19 0.06 -2.71
C 0.94 -0.68 -3.07
C 0.29 -1.65 -2.27
C 0.02 -3.11 -2.65
H 1.91 0.60 -1.78
H 3.14 -0.41 -2.40
H 2.36 0.87 -3.43
H 0.51 -0.43 -4.03
H -0.32 -1.37 -1.40
H 0.43 -3.90 -1.97
H -1.10 -3.08 -2.62
H 0.45 -3.33 -3.64
H -0.24 2.19 3.52
H -0.17 0.86 2.79
O 0.24 1.36 3.51
H -2.03 4.02 4.72
H -2.15 3.75 3.27
O -2.58 3.52 4.11
H -0.95 -0.61 0.28
H 0.16 -1.29 1.17
O -0.49 -0.58 1.13
```

Atom charges from the natural (NBO) analysis, given in e for atoms 1 to 5: C -0.6501; C -0.4425; C -0.4533; C -0.6631; H 0.1638

2 unconnected molecules or ions with the total composition C3H9NO2 at a distorted geometry, computed with wB97M-V/def2-TZVPD.

Values from the calculation:
HOMO-LUMO gap ... 0.382 Ha
Molar mass ... 91.1 Da
LUMO level ... 0.783 eV
E_tot ... -324.902275 a.u.

```
15
C3H9NO2 (wB97M-V/def2-TZVPD)
C 1.36 2.10 -1.50
C 1.08 1.65 0.02
O 0.69 0.38 0.08
O 1.09 2.30 1.03
H 1.58 3.12 -1.58
H 0.43 1.92 -2.00
H 2.02 1.33 -1.80
C -1.84 -1.80 0.56
N -0.41 -1.63 0.94
H -0.02 -2.32 1.58
H 0.08 -1.63 0.06
H 0.54 0.02 1.20
H -2.04 -1.33 -0.38
H -2.41 -1.24 1.29
H -2.15 -2.88 0.50
```

Atom charges from the natural (NBO) analysis, given in e for atoms 1 to 5: C -0.7057; C 0.8061; O -0.7598; O -0.6190; H 0.2318

A molecular structure, C2H4Cl2F8Mg2N4O16S8 at a distorted geometry, computed with wB97M-V/def2-TZVPD.

Values from the calculation:
HOMO-LUMO gap ... 0.297 Ha
Molar mass ... 868.1 Da
LUMO level ... -2.987 eV
E_tot ... -6806.274504 a.u.

```
46
C2H4Cl2F8Mg2N4O16S8 (wB97M-V/def2-TZVPD)
Mg -1.21 -1.50 -1.41
Mg 2.46 -0.36 0.53
N 1.38 0.67 1.55
S 0.93 1.18 3.00
O -0.17 0.45 3.66
O 1.20 2.58 3.28
F 2.18 0.49 3.79
S -0.18 1.20 0.80
O -1.19 1.90 1.57
O -0.55 0.18 -0.22
F 0.39 2.52 -0.08
N 0.25 -1.45 -2.48
S 0.62 -2.12 -3.80
O 1.87 -2.88 -3.80
O 0.16 -1.51 -5.02
F -0.44 -3.28 -3.63
S 1.65 -0.35 -2.60
O 2.63 -0.31 -3.69
O 2.30 -0.13 -1.34
F 0.66 0.89 -2.82
N -2.91 -2.10 -1.32
S -4.05 -2.75 -2.11
O -5.08 -1.91 -2.73
O -4.40 -4.10 -1.75
F -3.07 -3.11 -3.35
S -4.10 -1.70 -0.11
O -4.49 -2.73 0.82
O -5.13 -0.76 -0.48
F -2.94 -0.97 0.65
N 2.17 -2.16 0.37
S 2.90 -3.44 -0.12
O 2.41 -4.05 -1.38
O 3.64 -4.21 0.89
F 4.04 -2.39 -0.62
S 0.76 -2.96 0.83
O 0.86 -4.26 1.45
O -0.41 -2.78 -0.07
F 0.33 -2.00 2.07
Cl -1.43 5.87 2.99
C -0.05 6.72 2.37
C 1.19 5.88 2.59
Cl 2.48 6.42 1.40
H 0.05 7.54 3.08
H -0.22 6.87 1.30
H 0.96 4.84 2.33
H 1.55 6.08 3.60
```

Atom charges from the natural (NBO) analysis, given in e for atoms 1 to 5: Mg 1.8120; Mg 1.8480; N -1.3012; S 2.3895; O -0.8196

2 unconnected molecules or ions with the total composition C9H21IN at a distorted geometry, computed with wB97M-V/def2-TZVPD.

Values from the calculation:
HOMO-LUMO gap ... 0.286 Ha
Total charge ... +1
Molar mass ... 270.2 Da
LUMO level ... -4.977 eV
E_tot ... -707.604705 a.u.

```
32
C9H21IN (wB97M-V/def2-TZVPD)
C -1.01 -1.66 1.56
C -0.34 0.43 2.70
C -1.09 0.80 -2.33
C -2.14 2.11 -0.43
C 1.67 -1.48 -1.51
C 3.50 -0.83 -0.13
C -0.97 -0.15 1.46
C -1.49 0.71 -0.86
C -0.40 0.32 0.08
N 2.56 -0.67 -1.17
I 1.11 1.99 0.25
H -1.22 -2.14 0.54
H -0.11 -2.06 2.08
H -1.79 -2.03 2.16
H -0.63 1.52 2.74
H 0.69 0.47 2.76
H -0.56 0.00 3.56
H -1.12 -0.25 -2.72
H -1.72 1.33 -2.90
H -0.06 1.24 -2.41
H -2.20 2.15 0.68
H -3.22 2.02 -0.61
H -1.78 2.93 -0.92
H 1.17 -1.36 -2.48
H 1.45 -2.49 -1.32
H 0.08 -0.50 -0.35
H 4.48 -1.10 -0.38
H 3.54 0.05 0.65
H 3.23 -1.66 0.58
H -2.00 0.13 1.39
H -2.35 0.04 -0.83
H 2.68 0.13 -1.84
```

Atom charges from the natural (NBO) analysis, given in e for atoms 1 to 5: C -0.6034; C -0.6016; C -0.5951; C -0.6133; C 0.0988

A single C11H8N2O3S2 molecule at a distorted geometry, computed with wB97M-V/def2-TZVPD.

Values from the calculation:
HOMO-LUMO gap ... 0.263 Ha
Molar mass ... 280.3 Da
LUMO level ... -1.575 eV
E_tot ... -1555.592433 a.u.

```
26
C11H8N2O3S2 (wB97M-V/def2-TZVPD)
O -0.25 0.71 5.20
O -1.98 1.44 0.44
S 2.42 -3.28 4.17
O -2.41 0.03 -4.36
S 1.18 -1.37 2.29
C 0.23 -0.07 4.42
C -1.00 0.81 0.82
C 1.67 -1.82 3.92
C -0.76 0.71 2.25
C 0.17 -0.09 2.94
C 1.13 0.50 -3.64
C -0.06 0.35 -4.33
C 1.09 0.41 -2.23
C -1.28 0.25 -2.27
C -1.26 0.20 -3.66
C -0.11 0.35 -1.51
N 1.12 -1.01 4.89
N -0.10 0.30 -0.09
H -2.25 -0.05 -5.30
H -1.43 1.31 2.88
H 2.11 0.55 -4.15
H -0.06 0.37 -5.41
H 2.00 0.42 -1.65
H -2.22 0.17 -1.76
H 1.25 -1.21 5.85
H 0.80 -0.01 0.30
```

Atom charges from the natural (NBO) analysis, given in e for atoms 1 to 5: O -0.5311; O -0.5674; S -0.0379; O -0.6605; S 0.4049

Which value of molar mass does entry 6 give? 922.2 Da

The highest E_tot belongs to which entry? C3H7NO

Please write out number 11 again, unchanged.
2 unconnected molecules or ions with the total composition C9H21IN at a distorted geometry, computed with wB97M-V/def2-TZVPD.

Values from the calculation:
HOMO-LUMO gap ... 0.286 Ha
Total charge ... +1
Molar mass ... 270.2 Da
LUMO level ... -4.977 eV
E_tot ... -707.604705 a.u.

```
32
C9H21IN (wB97M-V/def2-TZVPD)
C -1.01 -1.66 1.56
C -0.34 0.43 2.70
C -1.09 0.80 -2.33
C -2.14 2.11 -0.43
C 1.67 -1.48 -1.51
C 3.50 -0.83 -0.13
C -0.97 -0.15 1.46
C -1.49 0.71 -0.86
C -0.40 0.32 0.08
N 2.56 -0.67 -1.17
I 1.11 1.99 0.25
H -1.22 -2.14 0.54
H -0.11 -2.06 2.08
H -1.79 -2.03 2.16
H -0.63 1.52 2.74
H 0.69 0.47 2.76
H -0.56 0.00 3.56
H -1.12 -0.25 -2.72
H -1.72 1.33 -2.90
H -0.06 1.24 -2.41
H -2.20 2.15 0.68
H -3.22 2.02 -0.61
H -1.78 2.93 -0.92
H 1.17 -1.36 -2.48
H 1.45 -2.49 -1.32
H 0.08 -0.50 -0.35
H 4.48 -1.10 -0.38
H 3.54 0.05 0.65
H 3.23 -1.66 0.58
H -2.00 0.13 1.39
H -2.35 0.04 -0.83
H 2.68 0.13 -1.84
```

Atom charges from the natural (NBO) analysis, given in e for atoms 1 to 5: C -0.6034; C -0.6016; C -0.5951; C -0.6133; C 0.0988